The following is a DFT calculation (ωB97M-V with the def2-TZVPD basis set) of a molecular structure, C32H29Cl5N5O4S2Tc.

XYZ file:
```
78
C32H29Cl5N5O4S2Tc, DFT ωB97M-V with the def2-TZVPD basis set
Tc -0.339 -1.132 0.477
Cl -0.611 -0.119 2.641
C -2.046 0.789 2.322
C -2.767 0.379 1.213
C -3.927 1.129 0.926
Cl -4.923 0.772 -0.439
C -4.269 2.231 1.706
Cl -5.635 3.195 1.298
C -3.501 2.590 2.820
Cl -3.929 3.946 3.778
C -2.380 1.848 3.147
Cl -1.422 2.208 4.528
C -1.606 3.054 -2.796
C -2.018 2.362 -1.493
C -1.183 2.795 -0.308
C -1.469 4.023 0.278
C -0.715 4.498 1.341
C 0.354 3.750 1.804
C 0.678 2.514 1.249
C 1.911 1.796 1.742
C 3.198 2.476 1.276
C -0.122 2.032 0.211
N 0.114 0.730 -0.365
C 0.675 0.703 -1.556
C 0.707 -0.503 -2.225
C 1.204 -0.926 -3.458
C 0.985 -2.297 -3.499
C 0.392 -2.654 -2.277
N 0.202 -1.572 -1.510
H -2.227 2.719 -3.628
H -0.566 2.854 -3.056
H -1.715 4.136 -2.706
H -1.988 1.278 -1.617
H -3.058 2.619 -1.288
H -2.302 4.604 -0.104
H -0.957 5.449 1.800
H 0.964 4.124 2.619
H 1.931 0.767 1.386
H 1.880 1.769 2.835
H 3.272 2.448 0.188
H 4.068 1.961 1.687
H 3.237 3.519 1.599
H 1.068 1.617 -1.984
H 1.672 -0.298 -4.201
H 1.233 -2.981 -4.295
H 0.110 -3.636 -1.940
O 1.760 -3.859 0.106
S 0.772 -3.742 1.147
O 0.802 -2.284 1.752
O 0.853 -4.702 2.210
S -1.100 -3.458 0.398
C 6.230 -2.690 0.525
N 5.146 -1.859 0.055
C 5.162 -0.981 -1.100
C 3.829 -0.251 -0.931
O 3.455 0.628 -1.685
N 3.154 -0.766 0.152
C 3.999 -1.616 0.716
N 3.763 -2.167 1.921
H 7.048 -2.628 -0.187
H 5.931 -3.738 0.594
H 6.599 -2.361 1.500
H 5.178 -1.521 -2.048
H 5.992 -0.273 -1.072
H 2.814 -2.061 2.253
H 4.201 -3.047 2.138
C -2.233 -0.767 0.435
C -3.232 -1.670 -0.174
C -4.274 -2.172 0.605
C -5.198 -3.046 0.057
C -5.109 -3.393 -1.285
C -4.081 -2.885 -2.071
C -3.133 -2.044 -1.513
H -4.352 -1.885 1.648
H -5.993 -3.447 0.673
H -5.837 -4.067 -1.717
H -4.008 -3.157 -3.116
H -2.318 -1.660 -2.113
```

Calculated values
- Charge: 0
- Orbital gap: 6.34 eV
- Relative energy (zero: lowest compared OMol25 entry of this formula, charge and spin): 19.7 kcal per mole
- 2S+1: 1
- LUMO level: -1.61 eV

Mulliken atomic charge list, values in e, 2 entries: -1.492 -0.005

The following is a DFT calculation (ωB97M-V with the def2-TZVPD basis set) of C4H8O3 in the gas phase.

XYZ file:
```
15
C4H8O3, DFT ωB97M-V with the def2-TZVPD basis set
C -2.827 0.197 -0.060
O -1.550 0.044 0.563
C -0.514 -0.117 -0.275
O -0.578 0.016 -1.476
C 0.747 -0.547 0.420
C 1.965 0.178 -0.172
O 2.852 0.476 0.893
H -3.322 -0.778 -0.057
H -3.399 0.908 0.537
H -2.705 0.547 -1.085
H 0.713 -0.389 1.500
H 0.787 -1.632 0.259
H 2.452 -0.439 -0.940
H 1.627 1.099 -0.671
H 3.755 0.437 0.563
```

Calculated values
- Charge: 0
- Orbital gap: 11.29 eV
- SMILES string: COC(=O)CCO
- Relative energy (zero: lowest compared OMol25 entry of this formula, charge and spin): 24.9 kcal per mole
- 2S+1: 1
- LUMO level: 0.86 eV

Mulliken atomic charge list, values in e, 2 entries: -0.657 -0.320

The following is a DFT calculation (ωB97M-V with the def2-TZVPD basis set) of C7H9F in the gas phase.

XYZ file:
```
17
C7H9F, DFT ωB97M-V with the def2-TZVPD basis set
C 1.075 -1.197 0.520
C -0.386 -1.417 0.310
C 1.471 0.021 0.201
C -1.108 -0.329 0.013
C -0.455 0.991 -0.280
C 2.674 0.775 -0.145
C -2.566 -0.258 -0.072
F -0.714 2.136 0.543
H 1.537 -2.070 0.925
H -0.951 -2.289 0.395
H -0.389 1.160 -1.389
H 2.673 1.039 -1.312
H 3.482 0.081 0.127
H 2.824 1.787 0.411
H -2.969 0.612 0.472
H -3.171 -0.920 0.461
H -3.027 -0.123 -1.178
```

Calculated values
- Charge: 0
- Orbital gap: 9.13 eV
- Relative energy (zero: lowest compared OMol25 entry of this formula, charge and spin): 84.1 kcal per mole
- 2S+1: 1
- LUMO level: 0.71 eV

Mulliken atomic charge list, values in e, 2 entries: -0.449 -0.342

The following is a DFT calculation (ωB97M-V with the def2-TZVPD basis set) of a molecular structure, C25H20ClF5PTc.

XYZ file:
```
53
C25H20ClF5PTc, DFT ωB97M-V with the def2-TZVPD basis set
C 0.229 0.631 2.479
C -0.839 1.121 1.645
C -1.603 -0.005 1.173
H -1.009 2.165 1.363
C -1.040 -1.195 1.749
C 0.097 -0.811 2.586
H 0.656 -1.458 3.276
H 0.972 1.245 2.995
H -2.463 0.047 0.502
H -1.419 -2.200 1.604
Tc 0.553 -0.327 0.568
Cl 0.347 -2.135 -0.705
P -1.217 0.951 -2.278
C -2.916 0.327 -2.254
C -4.013 1.159 -2.518
H -3.857 2.238 -2.644
C -5.283 0.616 -2.601
H -6.136 1.255 -2.852
C -5.493 -0.753 -2.385
H -6.484 -1.188 -2.493
C -4.407 -1.567 -2.018
H -4.574 -2.622 -1.814
C -3.129 -1.032 -1.920
H -2.278 -1.632 -1.578
C -1.226 2.757 -2.140
C -1.950 3.371 -1.097
H -2.530 2.763 -0.403
C -1.884 4.754 -0.935
H -2.460 5.234 -0.144
C -1.082 5.533 -1.784
H -1.078 6.619 -1.688
C -0.281 4.905 -2.741
H 0.366 5.507 -3.387
C -0.287 3.518 -2.882
H 0.431 3.018 -3.518
C -0.450 0.440 -3.832
C -1.232 0.325 -4.994
H -2.309 0.460 -4.934
C -0.600 0.041 -6.201
H -1.191 0.015 -7.121
C 0.777 -0.201 -6.258
H 1.267 -0.411 -7.209
C 1.529 -0.182 -5.074
H 2.596 -0.396 -5.107
C 0.927 0.121 -3.857
H 1.481 0.096 -2.919
F 2.931 -0.552 -0.994
C 2.619 -0.646 0.381
F 3.170 -1.833 0.835
C 3.395 0.496 1.064
F 4.711 0.428 0.791
F 2.937 1.716 0.615
F 3.258 0.463 2.421
```

Calculated values
- Charge: +1
- <S²>: 3.81
- Orbital gap (alpha / beta): 7.69 / 5.35 eV
- Relative energy (zero: lowest compared OMol25 entry of this formula, charge and spin): 0.0 kcal per mole
- 2S+1: 4
- LUMO level (alpha / beta): -3.97 / -6.18 eV

Mulliken atomic charge list, values in e, 2 entries: -1.107 0.240

The following is a DFT calculation (ωB97M-V with the def2-TZVPD basis set) of 2 unconnected molecules or ions with the total composition C2H5O2P.

XYZ file:
```
10
C2H5O2P, DFT ωB97M-V with the def2-TZVPD basis set
C -1.749 -0.394 -0.336
C 1.125 1.095 -0.003
O 1.412 -1.641 -0.456
O -2.294 0.332 0.413
P 1.494 -0.475 0.395
H -1.028 -1.261 0.083
H -2.012 -0.447 -1.410
H 1.058 1.988 0.693
H 1.101 1.419 -1.022
H 0.895 -0.615 1.643
```

Calculated values
- Charge: 0
- Orbital gap: 9.00 eV
- Relative energy (zero: lowest compared OMol25 entry of this formula, charge and spin): 59.6 kcal per mole
- 2S+1: 1
- LUMO level: -0.68 eV

Mulliken atomic charge list, values in e, 2 entries: -0.101 -0.491

The following is a DFT calculation (ωB97M-V with the def2-TZVPD basis set) of a molecular structure, C23H21AlCl48IN3O5PS.

XYZ file:
```
104
C23H21AlCl48IN3O5PS, DFT ωB97M-V with the def2-TZVPD basis set
N 4.090 1.504 4.352
C 4.541 1.077 2.967
C 4.607 2.363 1.902
O 5.762 2.066 0.990
C 3.280 2.483 0.948
Al 1.557 3.020 1.923
P -0.180 2.967 0.346
O 0.306 2.143 -1.111
I -0.465 5.384 -0.262
O 1.383 4.825 2.560
C 0.130 4.636 3.360
C -0.085 3.079 3.928
C -1.467 2.287 3.539
C -1.313 0.668 3.351
C -2.322 0.042 2.177
C -1.397 -0.683 1.005
S -0.802 -2.413 1.493
C 0.632 -2.291 2.687
N 0.459 -1.956 4.172
N 1.671 -1.871 4.869
C 2.747 -2.166 3.840
O 2.088 -2.410 2.529
O 1.224 2.391 3.675
H 4.365 0.714 4.983
H 4.526 2.412 4.650
H 5.670 0.712 3.071
H 3.892 0.187 2.510
H 4.844 3.363 2.506
H 5.475 1.259 0.433
H 3.479 3.254 0.084
H 3.051 1.441 0.412
H 0.552 2.807 -1.844
H -0.797 5.124 2.798
H 0.273 5.329 4.297
H -0.077 3.241 5.103
H -2.235 2.489 4.429
H -2.012 2.725 2.572
H -0.225 0.335 3.009
H -1.502 0.072 4.368
H -3.048 -0.751 2.639
H -2.953 0.940 1.735
H -2.082 -0.688 0.029
H -0.507 0.054 0.757
H 3.898 -2.187 4.103
C -3.248 2.656 -2.556
Cl -2.748 2.468 -0.856
Cl -5.017 2.488 -2.676
Cl -2.762 4.266 -3.143
Cl -2.463 1.400 -3.547
C 3.783 -0.832 8.014
Cl 2.640 -2.139 8.415
Cl 2.899 0.708 7.874
Cl 5.008 -0.699 9.300
Cl 4.584 -1.200 6.465
C -6.117 -1.632 -1.609
Cl -5.537 -2.787 -0.382
Cl -7.564 -0.792 -0.996
Cl -4.839 -0.440 -1.953
Cl -6.529 -2.510 -3.103
C -5.964 0.377 -6.001
Cl -6.438 -0.441 -7.511
Cl -7.394 0.571 -4.956
Cl -4.739 -0.601 -5.154
Cl -5.285 1.979 -6.382
C -1.464 -3.378 -4.342
Cl -1.938 -4.196 -5.851
Cl -2.894 -3.183 -3.297
Cl -0.239 -4.356 -3.495
Cl -0.785 -1.775 -4.723
C 8.436 2.705 -1.968
Cl 8.674 3.003 -0.227
Cl 9.224 4.000 -2.905
Cl 9.154 1.134 -2.405
Cl 6.693 2.684 -2.334
C 8.736 0.459 8.342
Cl 9.726 -0.939 7.851
Cl 7.440 0.718 7.148
Cl 8.016 0.145 9.941
Cl 9.763 1.912 8.428
C -5.964 -6.692 -4.615
Cl -7.111 -6.185 -5.881
Cl -4.364 -5.980 -4.943
Cl -6.548 -6.134 -3.027
Cl -5.833 -8.469 -4.609
C -0.864 -2.827 -9.662
Cl -0.626 -2.530 -7.921
Cl -0.076 -1.533 -10.599
Cl -0.146 -4.398 -10.099
Cl -2.607 -2.849 -10.028
C 6.636 5.472 -5.984
Cl 5.489 5.979 -7.250
Cl 8.236 6.184 -6.312
Cl 6.052 6.029 -4.396
Cl 6.767 3.695 -5.978
C -11.664 -2.076 -1.254
Cl -11.645 -0.749 -0.066
Cl -11.693 -3.639 -0.399
Cl -13.113 -1.934 -2.281
Cl -10.204 -1.983 -2.272
C -2.513 -6.226 0.057
Cl -1.215 -7.425 -0.171
Cl -1.826 -4.728 0.735
Cl -3.277 -5.871 -1.513
Cl -3.735 -6.879 1.177
```

Calculated values
- Charge: -1
- Orbital gap: 5.85 eV
- 2S+1: 1
- LUMO level: 1.16 eV

Mulliken atomic charge list, values in e, 2 entries: -0.013 -0.193

no.,energy (hartree),largest force on an atom (eV/Å)
1,-4989.744322,0.6
2,-382.925104,0.4
3,-371.821744,4.6
4,-2346.042610,2.7
5,-570.940080,3.5
6,-24798.013831,7.5